{"formula": "C38H54BrCl4Cs3IN4O14P2", "method": "wB97M-V/def2-TZVPD", "species": ["C", "C", "C", "C", "O", "C", "O", "C", "C", "C", "P", "C", "O", "C", "O", "C", "C", "C", "P", "O", "I", "C", "O", "C", "C", "O", "C", "C", "O", "C", "C", "C", "C", "C", "C", "C", "C", "C", "O", "H", "H", "H", "H", "H", "H", "H", "H", "H", "H", "H", "H", "H", "H", "H", "H", "H", "H", "H", "H", "H", "H", "H", "H", "H", "H", "H", "H", "H", "H", "H", "Cs", "C", "O", "N", "N", "H", "H", "H", "H", "Br", "C", "C", "O", "O", "H", "H", "H", "C", "C", "O", "N", "C", "H", "H", "H", "H", "H", "H", "H", "H", "Cs", "O", "H", "C", "C", "C", "C", "N", "H", "H", "H", "H", "H", "H", "H", "C", "Cl", "Cl", "Cl", "Cl", "Cs"], "positions_angstrom": [[-3.553, 5.457, -2.820], [-3.943, 4.368, -2.529], [-3.976, 2.980, -2.135], [-3.893, 2.060, -3.158], [-3.794, 2.395, -4.445], [-3.874, 0.684, -2.888], [-3.753, -0.215, -3.869], [-3.941, 0.275, -1.578], [-4.043, 1.223, -0.527], [-4.057, 2.607, -0.788], [-4.151, 3.748, 0.659], [-2.510, 3.497, 1.488], [-4.137, 5.319, 0.216], [-4.134, 0.672, 0.814], [-4.987, 1.090, 1.684], [-3.060, -0.614, 1.050], [-3.012, -1.543, -0.021], [-2.162, -2.717, 0.041], [-2.060, -3.999, -1.346], [-3.574, -4.594, -1.479], [-1.624, -2.659, -3.342], [-1.369, -2.929, 1.161], [-0.553, -4.161, 1.103], [-1.343, -1.956, 2.399], [-0.371, -2.283, 3.637], [0.783, -1.329, 3.743], [1.277, -0.924, 2.425], [2.819, -0.395, 2.443], [3.651, -1.184, 1.575], [4.238, -0.413, 0.539], [3.472, -0.555, -0.811], [-2.157, -0.807, 2.406], [-2.192, 0.289, 3.680], [-0.852, 1.127, 3.774], [-2.581, -0.369, 5.133], [-3.858, -1.401, 5.156], [-5.181, -0.576, 5.689], [-3.879, -1.215, -1.234], [-4.475, -2.048, -1.830], [-3.179, 6.425, -3.053], [-3.900, 3.349, -4.571], [-4.159, 0.097, -4.688], [-2.044, 4.469, 1.657], [-2.643, 3.005, 2.449], [-1.878, 2.863, 0.859], [-5.015, 5.554, -0.119], [-3.487, -5.530, -1.259], [-0.912, -4.823, 1.740], [0.118, -3.313, 3.498], [-0.924, -2.352, 4.570], [1.294, -1.787, 1.654], [0.709, -0.109, 1.981], [3.150, -0.414, 3.485], [2.807, 0.655, 2.143], [4.446, 0.656, 0.827], [5.220, -0.849, 0.339], [3.508, -1.592, -1.079], [4.060, -0.014, -1.632], [2.401, -0.126, -0.777], [-3.019, 1.109, 3.475], [-0.435, 1.313, 2.788], [-0.152, 0.724, 4.498], [-1.163, 2.103, 4.159], [-1.737, -0.826, 5.639], [-2.889, 0.510, 5.793], [-4.154, -1.825, 4.138], [-3.672, -2.177, 5.901], [-5.458, 0.244, 4.950], [-5.000, -0.118, 6.661], [-6.044, -1.230, 5.809], [-4.240, -0.354, 2.937], [3.574, -1.086, -4.939], [3.879, -1.716, -3.933], [2.305, -1.051, -5.424], [4.486, -0.364, -5.663], [2.039, -0.546, -6.248], [1.610, -1.574, -4.919], [5.435, -0.368, -5.345], [4.254, 0.151, -6.493], [1.455, -2.135, -1.775], [-7.463, -3.962, -0.147], [-8.204, -4.828, 0.890], [-9.158, -5.498, 0.464], [-7.747, -4.748, 2.059], [-7.899, -4.067, -1.141], [-7.516, -2.913, 0.147], [-6.412, -4.263, -0.194], [9.512, -2.458, -5.412], [8.185, -2.358, -6.084], [7.567, -1.374, -6.308], [7.468, -3.628, -6.457], [7.237, -3.741, -7.938], [9.890, -1.458, -5.226], [9.404, -2.985, -4.462], [10.218, -2.994, -6.050], [7.927, -4.449, -6.068], [6.523, -3.500, -6.056], [6.641, -4.631, -8.103], [8.197, -3.829, -8.449], [6.670, -2.851, -8.257], [3.142, 1.802, -1.561], [4.569, -2.414, -8.207], [4.562, -1.983, -7.345], [5.936, 2.529, 4.511], [5.750, 4.039, 4.610], [4.337, 4.493, 4.220], [4.043, 4.124, 2.833], [3.815, 3.840, 1.754], [5.804, 2.175, 3.487], [6.940, 2.249, 4.824], [5.223, 2.003, 5.151], [6.483, 4.532, 3.969], [5.952, 4.359, 5.632], [4.246, 5.575, 4.318], [3.594, 4.031, 4.872], [-6.115, 7.573, 2.273], [-7.430, 8.031, 3.351], [-5.232, 9.014, 1.767], [-5.020, 6.476, 3.124], [-6.797, 6.769, 0.841], [1.263, -3.471, 2.218]], "forces_ev_per_a": [[0.085, 0.862, -0.443], [0.685, -1.003, 0.419], [-0.573, 1.071, 0.356], [-0.066, -0.465, -0.234], [-0.099, -0.007, -0.339], [-0.218, -0.164, 0.032], [-0.193, -0.095, -0.184], [0.434, -0.519, 0.799], [0.193, 0.060, -0.193], [0.499, -0.182, -0.090], [-1.629, -0.324, 1.284], [0.021, 0.100, -0.835], [0.936, -0.428, -0.733], [-1.026, 1.745, -1.315], [0.970, 3.747, -8.313], [2.602, 0.022, -2.392], [0.772, 1.768, 2.184], [-0.152, 0.543, 0.606], [1.042, -0.892, -0.104], [0.185, 0.602, 0.243], [-0.587, -0.190, 0.142], [-1.092, 0.462, 0.256], [-5.348, 0.121, -0.564], [0.372, -0.701, -0.694], [-1.595, 0.725, 0.401], [-0.977, -1.178, -1.713], [1.900, 1.920, -1.285], [-1.702, -0.981, 0.350], [-0.747, 1.172, 0.895], [0.594, 0.394, -1.392], [1.737, -0.126, 1.219], [3.954, -1.124, -2.823], [4.253, 1.788, 0.851], [-1.470, -0.065, 0.621], [-1.606, 0.419, -0.566], [-0.766, 0.581, 2.382], [0.941, -0.152, -1.054], [0.052, 0.937, 0.415], [-0.276, -0.351, -0.217], [-0.189, 0.099, -0.049], [0.045, 0.059, 0.106], [0.135, 0.175, -0.068], [0.059, -0.042, -0.063], [-0.185, 0.096, 0.032], [0.202, 0.165, 0.103], [0.122, 0.158, 0.247], [-0.284, -0.144, -0.148], [-0.340, 0.425, -0.863], [-4.970, 2.590, 4.114], [0.158, 0.817, 0.087], [-0.109, 6.231, 0.293], [-0.432, -0.180, 0.361], [0.309, -0.265, -0.118], [0.054, -0.068, -0.144], [-0.375, -0.804, 0.233], [0.025, -0.006, 0.230], [-0.212, -0.129, 0.072], [-0.058, -3.044, 1.453], [1.774, -2.201, 0.310], [3.691, -0.575, 0.629], [0.144, -0.149, 0.065], [0.228, -0.161, -0.354], [0.113, -0.005, 0.011], [0.184, 0.007, -0.369], [0.479, -0.986, -0.942], [1.193, -1.822, 4.104], [0.140, 0.007, -0.087], [0.108, -0.952, 1.528], [0.262, -0.027, -0.060], [0.088, -0.119, -0.212], [-13.833, -6.562, 5.796], [-0.075, -0.038, -0.433], [0.472, 0.244, 0.022], [-0.238, 0.153, 0.413], [-0.078, 0.439, 0.541], [0.138, -0.195, -0.170], [0.055, -0.075, 0.031], [0.062, -0.104, -0.143], [0.040, -0.278, -0.189], [-1.887, -1.055, 0.188], [0.125, 0.018, -0.386], [-0.014, 0.030, 0.009], [-0.061, -0.098, 0.096], [0.187, 0.075, 0.239], [-0.014, -0.014, 0.006], [0.077, 0.136, 0.090], [0.021, 0.090, 0.049], [0.053, -0.272, -0.220], [-0.427, 0.527, 0.103], [0.231, 0.356, 0.054], [-0.138, 0.163, 0.241], [0.353, 0.056, -0.749], [-0.071, 0.042, -0.033], [0.053, -0.096, -0.052], [0.010, -0.100, 0.106], [-0.174, -0.089, -0.009], [-0.068, -0.232, -0.122], [-0.154, 0.106, -0.020], [0.104, -0.022, 0.207], [-0.521, -0.245, 0.125], [-1.255, 6.366, -1.487], [0.801, -0.154, 0.456], [-0.136, 0.022, -0.087], [-0.006, 0.022, 0.000], [0.166, -0.254, 0.028], [0.318, -0.010, -0.030], [0.008, 0.405, 1.123], [-0.241, -0.520, -1.209], [-0.038, 0.014, -0.001], [-0.014, -0.018, 0.027], [0.013, -0.017, -0.001], [-0.053, 0.094, 0.013], [-0.078, 0.096, -0.018], [-0.087, 0.005, -0.047], [-0.045, -0.005, -0.039], [0.026, 0.085, 0.078], [0.000, -0.024, -0.053], [0.006, -0.055, -0.025], [-0.050, 0.004, 0.015], [-0.228, 0.080, 0.079], [12.199, -8.341, -3.087]], "total_charge": 1, "total_energy_ev": -223324.1548, "homo_lumo_gap_ev": 2.435}